C45H35CoF6N4O6P2Sb | ωB97M-V with the def2-TZVPD basis set

For the energy above the lowest of the compared OMol25 structures with the same formula, charge and spin, the calculation gives 29.6 kJ/mol. The HOMO-LUMO gap comes out at 7.35 eV. As for the charge: -1. The total energy comes out at -5311.479827 a.u.

Last column: Löwdin charge in e.
Atoms and positions in Å:
Co1 0.6856 -0.0513 0.4487  0.51
O1 -0.3490 -0.5331 1.9232  -0.16
C1 -0.0644 -0.1096 3.1329  -0.32
C2 -0.4825 -0.9036 4.2199  -0.02
C3 -0.2058 -0.5352 5.5163  -0.08
C4 0.4732 0.6528 5.8042  -0.11
C5 0.8582 1.4597 4.7603  -0.05
C6 0.6124 1.0984 3.4298  -0.16
C7 0.8872 2.0442 2.3795  -0.03
N1 0.8322 1.7078 1.1512  -0.04
N2 0.6758 2.6795 0.1680  0.13
C8 -0.0086 2.1186 -0.7802  -0.41
O2 -0.4148 0.8738 -0.7282  -0.15
C9 -0.3508 2.8922 -1.9967  -0.13
C10 -0.9325 2.2422 -3.0800  -0.02
C11 -1.2242 2.9531 -4.2354  -0.08
C12 -0.9347 4.3075 -4.3128  -0.10
C13 -0.3503 4.9557 -3.2307  -0.09
C14 -0.0572 4.2518 -2.0752  -0.03
H1 -1.0111 -1.8205 3.9933  0.11
H2 -0.5189 -1.1828 6.3274  0.10
H3 0.6899 0.9307 6.8267  0.09
H4 1.3725 2.3949 4.9518  0.11
H5 1.0208 3.0980 2.6139  0.14
H6 -1.1384 1.1835 -3.0050  0.08
H7 -1.6721 2.4442 -5.0797  0.10
H8 -1.1588 4.8598 -5.2172  0.10
H9 -0.1181 6.0115 -3.2914  0.10
H10 0.4094 4.7366 -1.2284  0.11
N3 -1.0772 -2.1732 -1.5772  -0.35
P1 -2.5526 -1.2162 -1.5563  1.04
C15 -3.7494 -2.5310 -2.0514  -0.38
C16 -3.3885 -3.7929 -2.5079  -0.11
C17 -4.3586 -4.7084 -2.9022  -0.09
C18 -5.7011 -4.3716 -2.8455  -0.11
C19 -6.0723 -3.1069 -2.4019  -0.09
C20 -5.1041 -2.1954 -2.0177  -0.11
C21 -2.9962 -1.1202 0.2137  -0.38
C22 -3.1012 0.1440 0.7869  -0.11
C23 -3.4367 0.2835 2.1266  -0.08
C24 -3.6612 -0.8416 2.9030  -0.09
C25 -3.5821 -2.1070 2.3342  -0.08
C26 -3.2659 -2.2432 0.9938  -0.09
P2 0.2170 -2.1143 -0.4774  1.05
C27 -0.1460 -3.4226 0.7497  -0.30
C28 0.5036 -3.4133 1.9791  -0.08
C29 0.3396 -4.4720 2.8619  -0.07
C30 -0.4739 -5.5434 2.5249  -0.09
C31 -1.1092 -5.5663 1.2894  -0.09
C32 -0.9356 -4.5156 0.4029  -0.10
C33 1.5353 -2.9940 -1.3731  -0.31
C34 2.8147 -2.9210 -0.8345  -0.07
C35 3.8687 -3.5853 -1.4438  -0.06
C36 3.6469 -4.3355 -2.5889  -0.09
C37 2.3670 -4.4210 -3.1211  -0.09
C38 1.3130 -3.7523 -2.5177  -0.08
H11 -0.6424 -1.9482 -2.4732  0.03
H12 -2.3407 -4.0625 -2.5514  0.07
H13 -4.0598 -5.6891 -3.2522  0.10
H14 -6.4566 -5.0871 -3.1452  0.09
H15 -7.1192 -2.8332 -2.3576  0.10
H16 -5.4010 -1.2090 -1.6751  0.10
H17 -2.8919 1.0184 0.1837  0.10
H18 -3.4959 1.2703 2.5685  0.11
H19 -3.8926 -0.7349 3.9557  0.10
H20 -3.7648 -2.9888 2.9364  0.10
H21 -3.2349 -3.2272 0.5480  0.10
H22 1.1423 -2.5858 2.2556  0.08
H23 0.8535 -4.4499 3.8146  0.11
H24 -0.6061 -6.3651 3.2183  0.10
H25 -1.7355 -6.4061 1.0134  0.10
H26 -1.4242 -4.5342 -0.5631  0.08
H27 3.0028 -2.3334 0.0520  0.07
H28 4.8602 -3.5011 -1.0182  0.11
H29 4.4687 -4.8532 -3.0679  0.10
H30 2.1871 -5.0079 -4.0136  0.10
H31 0.3219 -3.8330 -2.9464  0.09
O3 1.1302 -0.4873 -2.6916  0.01
C39 1.9942 0.1359 -2.0767  -0.56
O4 2.0729 0.3067 -0.8089  -0.08
C40 3.1196 0.7823 -2.8436  -0.09
C41 3.3617 0.3900 -4.1535  0.00
C42 4.3716 0.9880 -4.8933  -0.06
C43 5.1360 1.9980 -4.3330  -0.01
C44 4.8639 2.3823 -3.0311  -0.13
C45 3.8779 1.7915 -2.2642  0.08
N4 5.6600 3.4788 -2.4474  -0.35
O5 5.2946 3.9448 -1.3903  0.09
O6 6.6353 3.8619 -3.0704  0.05
H32 2.7416 -0.3901 -4.5753  0.12
H33 4.5625 0.6724 -5.9105  0.10
H34 5.9254 2.4897 -4.8808  0.11
H35 3.6937 2.1029 -1.2460  0.13
F1 2.2997 -0.7437 1.6077  -0.34
Sb1 4.0160 -0.7616 2.5494  1.39
F2 3.9304 1.1169 2.6059  -0.34
F3 4.8604 -0.7057 0.8650  -0.34
F4 5.6691 -0.8168 3.4433  -0.36
F5 3.9283 -2.6449 2.4014  -0.35
F6 3.0604 -0.8664 4.1662  -0.33